(1)
Entry from the Open Molecules 2025 dataset: a 10-piece molecular cluster, H20O10 overall (ωB97M-V with the def2-TZVPD basis set).

* HOMO-LUMO gap (alpha / beta): 10.298 / 2.821 eV
* 2S+1: 2
* E_HOMO (alpha / beta): -0.49483 / -0.49381 Ha
* electronic energy: -20790.070 eV
* <S²>: 0.755
* energy above the lowest of the compared OMol25 structures with the same formula, charge and spin: 0.000 eV
* net charge: +1

XYZ file:
```
30
Properties=species:S:1:pos:R:3:forces:R:3
O 0.1592 -0.7102 -0.0723 -0.5 -0.5 -1.2
H -0.5461 -0.7357 0.5742 -0.2 0.1 0.8
H 0.8330 -0.1615 0.3291 0.4 0.4 0.7
O 3.7489 0.3631 0.0301 0.3 0.0 1.0
H 4.4888 0.9191 -0.2140 0.3 0.1 0.0
H 3.1525 0.4157 -0.7167 0.0 -0.1 -0.8
O -2.9955 -2.8731 0.6243 0.1 0.7 -0.4
H -2.1804 -3.1455 0.2028 0.4 -0.3 -0.2
H -3.4023 -3.6907 0.9109 -0.4 -0.2 0.2
O 1.5280 1.3927 1.2087 -1.0 0.3 -0.1
H 2.3912 1.2335 0.8269 1.3 -0.3 -0.2
H 1.6859 1.4299 2.1521 -0.1 0.0 0.3
O -1.8382 -0.8379 2.1120 0.2 0.7 -0.4
H -2.3214 -1.4912 1.6061 -0.3 -0.7 0.3
H -1.5209 -1.3148 2.8789 0.1 -0.1 0.3
O 0.1054 3.0896 -0.6956 -0.2 0.0 -0.3
H 0.8078 2.5600 -0.3181 0.5 -0.2 0.5
H 0.4158 3.9916 -0.6160 0.0 0.3 -0.1
O -2.1123 1.8246 -0.2142 -1.4 -1.4 0.0
H -2.2128 2.7174 0.1161 -0.1 0.4 0.1
H -1.1851 1.7559 -0.4417 0.7 0.2 -0.1
O 2.0538 -3.2078 -0.5689 0.0 -0.3 0.2
H 2.3754 -3.0150 -1.4496 0.2 0.0 -0.2
H 1.2178 -2.7450 -0.5120 -0.2 0.4 0.1
O 2.1412 0.9434 -1.9279 -0.4 0.1 -0.2
H 1.2094 0.7374 -1.8532 -0.4 -0.2 0.0
H 2.2400 1.2900 -2.8147 0.2 0.1 -0.3
O -3.7175 -0.2584 -0.6300 -1.8 -0.6 -1.1
H -3.3419 -0.9781 -0.1229 0.4 -2.0 0.8
H -3.1798 0.5006 -0.4041 1.8 3.0 0.5
```
Forces are in eV/Å.

And the natural (NBO) charges, in e, turn out to be: -0.984 0.484 0.504 -0.964 0.480 0.490 -0.987 0.500 0.520 -1.010 0.505 0.497 -0.963 0.472 0.496 -0.994 0.503 0.497 -0.888 0.518 0.527 -0.936 0.468 0.469 -0.961 0.490 0.501 -0.252 0.505 0.515



(2)
Entry from the Open Molecules 2025 dataset: H20O10Xe as an isolated structure (ωB97M-V with the def2-TZVPD basis set).

* HOMO-LUMO gap: 10.091 eV
* E_HOMO: -0.36842 Ha
* electronic energy: -29762.512 eV
* energy above the lowest of the compared OMol25 structures with the same formula, charge and spin: 0.454 eV
* net charge: 0

XYZ file:
```
31
Properties=species:S:1:pos:R:3:forces:R:3
Xe -10.3164 -13.3960 15.4852 0.0 -0.1 0.1
O -8.8354 -11.3060 13.2569 -0.3 -0.3 -0.8
H -8.9755 -10.4866 12.7825 0.1 0.3 -0.3
H -8.6569 -11.0346 14.1573 0.2 0.2 0.9
O -7.6608 -10.6188 15.6603 0.0 0.4 -0.5
H -7.7460 -10.9787 16.5431 -0.3 -0.4 0.6
H -6.9981 -11.1674 15.2405 0.4 -0.1 0.0
O -13.3585 -11.5202 16.8612 -0.1 -0.3 0.2
H -14.0208 -11.5010 16.1703 -0.2 0.0 -0.3
H -12.9259 -10.6683 16.8026 0.3 0.2 0.0
O -13.2714 -14.2146 18.0502 0.0 -0.5 -0.1
H -13.2662 -13.3784 17.5846 0.0 0.6 -0.4
H -14.0041 -14.1442 18.6621 -0.2 -0.1 0.2
O -7.8442 -12.0976 18.1555 0.1 0.3 -0.2
H -6.9452 -12.0244 18.4759 0.3 0.0 0.2
H -8.1942 -12.8713 18.5973 -0.4 -0.3 0.1
O -8.9110 -16.2541 12.8483 -0.1 -0.5 -0.1
H -9.7085 -15.9060 13.2471 -0.4 -0.2 0.2
H -8.3011 -15.5164 12.8481 0.3 0.4 -0.2
O -11.1941 -13.6083 19.6359 0.9 0.2 0.6
H -11.8915 -13.8088 19.0118 -0.5 -0.4 -0.4
H -11.2830 -12.6698 19.8019 0.0 0.2 0.1
O -11.6792 -10.7944 12.9507 -0.4 0.3 0.0
H -10.8292 -11.1908 13.1422 0.5 -0.3 0.2
H -12.1018 -11.4102 12.3521 -0.1 -0.1 -0.2
O -11.7507 -16.4803 13.7464 0.2 0.0 0.0
H -12.2250 -16.2623 14.5488 -0.1 0.0 0.3
H -12.2408 -16.0412 13.0512 -0.1 0.1 -0.3
O -7.6001 -13.8269 12.4881 0.3 -0.4 -0.1
H -8.3272 -13.2077 12.5523 -0.2 0.5 0.1
H -6.9073 -13.4397 13.0231 0.1 0.1 0.1
```
Forces are in eV/Å.

And the natural (NBO) charges, in e, turn out to be: 0.001 -0.995 0.484 0.505 -0.964 0.506 0.470 -0.962 0.482 0.489 -0.951 0.498 0.477 -0.964 0.475 0.499 -0.973 0.470 0.483 -0.974 0.485 0.455 -0.962 0.483 0.466 -0.938 0.473 0.469 -0.954 0.496 0.469



(3)
Entry from the Open Molecules 2025 dataset: a 10-piece molecular cluster, H21O10 overall (ωB97M-V with the def2-TZVPD basis set).

* HOMO-LUMO gap: 10.765 eV
* E_HOMO: -0.51177 Ha
* electronic energy: -20805.902 eV
* energy above the lowest of the compared OMol25 structures with the same formula, charge and spin: 4.926 eV
* net charge: +1

XYZ file:
```
31
Properties=species:S:1:pos:R:3:forces:R:3
O 0.4868 -1.1944 -0.3931 2.4 2.7 2.0
H 0.3639 1.7947 0.6067 -0.5 2.0 -1.0
H -1.3933 2.2075 3.4101 0.1 1.0 0.8
O -3.2943 -1.1231 -0.1380 -1.2 -2.2 -0.7
H 1.2390 -3.2835 2.9080 0.5 3.8 0.5
H -4.0088 -1.7576 -0.4731 1.3 1.7 0.7
O -1.2115 1.2963 3.2635 0.2 -1.6 -1.0
H 2.9808 0.6381 -0.2270 1.3 -0.4 -0.2
H 0.9630 2.6121 -1.8594 -1.4 -3.5 0.0
O -0.8453 -0.2557 -1.9656 2.2 0.9 -2.0
H -1.4710 -0.8075 -1.5940 -2.6 -1.5 1.2
H 0.3525 -0.1520 -0.9311 -0.3 -3.1 0.1
O -0.0515 2.6829 0.3462 -0.6 -1.7 3.1
H -3.4865 -0.2346 -0.4242 -0.6 0.3 -0.4
H -1.0981 0.6510 -1.9569 -0.6 1.2 -0.2
O -1.3053 -0.1273 0.9401 -0.4 1.6 2.6
H -2.2209 -0.2407 1.2992 0.9 -0.6 -0.8
H -0.9702 0.5099 1.6610 -0.4 -1.0 -1.1
O 1.4377 -2.2604 3.1344 -1.8 -1.2 -2.8
H 1.1562 1.6338 -2.8430 4.6 -0.7 -8.2
H 0.9938 -1.6579 2.3923 1.3 -2.6 2.4
O 0.7132 1.6011 -2.1218 -3.9 5.2 7.3
H -0.5982 2.8407 1.2001 1.3 0.0 -2.3
H 1.2268 -0.8761 0.2889 -1.2 -1.0 -2.1
O 2.4215 -1.3610 -2.5345 -3.8 -2.1 4.4
H -0.3347 -1.0735 0.1471 -0.8 -0.2 0.6
O 2.2328 0.3951 -0.7472 -1.0 0.6 1.6
H 2.2317 -0.3166 -1.4270 1.8 0.4 0.0
H 2.6441 -1.2524 -3.3935 1.0 0.5 -4.4
H -0.6357 0.8876 3.9204 -0.1 0.6 0.3
H 1.4812 -1.7766 -2.4884 2.5 0.9 -0.5
```
Forces are in eV/Å.

And the natural (NBO) charges, in e, turn out to be: -0.919 0.460 0.501 -0.985 0.496 0.510 -0.978 0.504 0.498 -0.925 0.489 0.609 -0.927 0.485 0.520 -1.013 0.527 0.511 -0.940 0.454 0.447 -0.931 0.469 0.541 -0.926 0.539 -1.032 0.508 0.492 0.511 0.504



(4)
Entry from the Open Molecules 2025 dataset: a 10-piece molecular cluster, H21O10 overall (ωB97M-V with the def2-TZVPD basis set).

* HOMO-LUMO gap: 10.584 eV
* E_HOMO: -0.49984 Ha
* electronic energy: -20807.086 eV
* energy above the lowest of the compared OMol25 structures with the same formula, charge and spin: 3.743 eV
* net charge: +1

XYZ file:
```
31
Properties=species:S:1:pos:R:3:forces:R:3
O 0.0248 0.1556 -0.0599 -3.4 -2.0 -6.7
H 0.2038 0.7836 0.5461 1.3 3.3 4.6
H -0.4672 0.7636 -0.7929 1.8 -0.9 0.5
H -0.8502 -0.3204 0.1411 0.5 -0.8 1.5
O 1.5328 2.0476 1.4211 0.7 0.5 -0.1
H 1.1948 2.9516 1.3781 0.2 0.0 0.3
H 2.4998 2.1596 1.5521 -0.8 -0.2 0.0
O 0.5688 -2.8354 -0.1619 -1.1 -2.0 2.5
H 0.7908 -3.3214 -0.9489 0.3 -0.2 -0.7
H 0.3178 -3.5984 0.4841 0.7 2.0 -1.6
O -2.2052 -1.9474 -1.9259 -0.7 10.2 -3.2
H -3.0642 -1.4584 -2.3479 3.2 -1.9 1.4
H -2.4742 -2.7324 -1.7449 -2.7 -8.3 1.6
O -0.9612 1.6516 -2.2839 0.4 -0.2 -0.2
H -0.3732 1.5526 -3.0889 -1.5 0.3 1.1
H -1.8952 1.9046 -2.4539 1.3 -0.3 -0.7
O -1.6082 2.1936 0.6801 1.0 0.2 0.8
H -2.0892 2.5076 -0.0579 -1.4 0.1 -1.3
H -1.0302 2.9616 0.7661 0.2 -0.1 0.6
O 2.3888 1.6266 -1.3509 5.9 -4.8 -1.4
H 3.1938 1.2056 -0.7259 -3.1 1.2 -2.9
H 2.0448 2.1136 -0.7059 -2.8 3.5 4.1
O 2.8948 -1.2754 0.4341 2.3 1.8 0.6
H 3.4138 -1.3384 -0.3859 -1.2 -0.7 0.4
H 2.0878 -1.7444 0.5331 -0.9 -1.0 -1.1
O -2.0932 -1.0904 0.8361 -1.4 -0.9 -1.4
H -2.6342 -1.5374 0.1281 0.8 1.1 0.3
H -2.0302 -1.8504 1.4141 0.5 0.1 0.8
O -0.0152 -0.2184 2.6431 -3.7 -2.8 -1.3
H 0.7348 -0.1564 3.1141 4.9 2.0 2.4
H -0.1002 -1.1554 2.9641 -1.1 0.8 -1.0
```
Forces are in eV/Å.

And the natural (NBO) charges, in e, turn out to be: -0.778 0.539 0.554 0.553 -0.963 0.476 0.499 -0.953 0.485 0.478 -0.923 0.482 0.453 -0.993 0.531 0.504 -0.921 0.465 0.465 -0.921 0.470 0.447 -0.998 0.488 0.504 -0.928 0.496 0.487 -0.918 0.464 0.457



(5)
Entry from the Open Molecules 2025 dataset: a 11-piece molecular cluster, H21O11 overall (ωB97M-V with the def2-TZVPD basis set).

* HOMO-LUMO gap: 8.280 eV
* E_HOMO: -0.21406 Ha
* electronic energy: -22862.148 eV
* energy above the lowest of the compared OMol25 structures with the same formula, charge and spin: 4.786 eV
* net charge: -1

XYZ file:
```
32
Properties=species:S:1:pos:R:3:forces:R:3
O 1.4041 -3.5243 0.9832 -3.8 -6.5 -4.5
H 1.8061 -2.9824 1.5139 3.2 5.5 3.8
H 1.5614 3.8717 -0.4998 1.5 -0.8 -4.1
O 1.1766 4.0446 0.2906 0.0 0.1 5.1
H -1.6574 1.7387 -2.2587 -0.7 1.8 -0.5
H -2.3291 1.6819 3.6769 0.1 -0.9 -0.4
O -1.4399 0.1824 -1.6466 3.9 -0.6 -0.5
H -2.9581 2.3050 -1.9459 1.1 1.2 -1.0
H -0.9409 0.3299 1.1364 0.7 4.6 3.0
O -0.9237 -1.5657 2.8493 2.0 -0.6 0.6
H 0.0239 -1.3721 2.6100 -1.3 0.2 0.7
H 3.6132 -1.0356 1.0314 -0.5 -8.4 3.2
O 2.6490 -0.2505 -3.6076 0.7 0.5 -1.5
H 0.3704 -0.7466 -0.0479 2.0 0.0 0.8
H 1.1073 -3.1847 0.1296 0.5 0.9 0.9
O -0.9511 -0.4171 0.6740 -0.8 -4.2 -4.2
H 1.9766 -0.9581 -0.7978 -1.1 0.3 0.9
H -1.8777 1.0407 2.2918 0.1 -3.6 -1.0
O -2.0080 1.7890 2.7794 -0.4 4.4 1.7
H -1.3884 0.0550 -0.5400 0.4 -0.4 -0.9
O -2.1612 2.6439 -2.4599 -0.6 -2.9 1.5
H -0.3929 0.0172 -1.8587 -4.0 0.6 0.6
H -3.4618 -1.6075 -0.9045 1.0 0.1 -1.2
O -3.9999 -1.5314 -0.1440 -3.3 -1.9 -1.4
H -3.5061 -1.0895 0.4667 2.4 1.9 2.6
H 1.8801 3.7054 0.9252 -1.6 0.7 -1.0
O 1.4465 -0.9054 0.0351 -2.0 -0.2 -1.5
H 3.1088 0.5929 -3.8617 -0.7 -1.2 0.4
H -1.1026 -2.0129 2.0163 -0.7 0.2 -0.2
O 3.5994 -0.2463 0.7354 2.7 9.1 -3.0
H 2.6037 -0.7540 -4.4590 0.0 0.7 1.1
H 2.7718 0.1858 0.8872 -0.9 -0.4 0.0
```
Forces are in eV/Å.

And the natural (NBO) charges, in e, turn out to be: -0.959 0.459 0.455 -0.914 0.506 0.474 -1.069 0.452 0.422 -0.957 0.464 0.446 -0.937 0.522 0.498 -1.145 0.478 0.478 -0.955 0.498 -1.011 0.453 0.476 -0.952 0.475 0.459 -1.093 0.471 0.490 -0.951 0.468 0.499



(6)
Entry from the Open Molecules 2025 dataset: a 11-piece molecular cluster, H21O11 overall (ωB97M-V with the def2-TZVPD basis set).

* HOMO-LUMO gap (alpha / beta): 10.295 / 6.258 eV
* 2S+1: 2
* E_HOMO (alpha / beta): -0.41361 / -0.41361 Ha
* electronic energy: -22859.125 eV
* <S²>: 0.754
* energy above the lowest of the compared OMol25 structures with the same formula, charge and spin: 0.779 eV
* net charge: 0

XYZ file:
```
32
Properties=species:S:1:pos:R:3:forces:R:3
O 0.8230 0.5346 -1.0327 0.0 -0.6 0.1
H 0.5371 0.2624 -0.1424 -0.2 0.2 0.3
H 2.3956 2.4988 -1.0698 0.5 -0.4 0.0
O 3.0715 1.7989 -1.1315 -0.4 0.1 0.5
H 2.8064 1.5650 2.7251 0.6 0.3 0.0
H -3.4921 2.3431 1.5477 0.2 -0.3 -0.4
O -0.0992 -2.7887 1.9499 -0.6 -0.2 1.4
H 3.2340 1.5630 1.2777 0.4 0.4 0.2
H 0.1223 -3.4716 -1.2007 0.3 0.2 -0.1
O 1.6420 -1.8208 -2.1809 0.5 -0.2 0.8
H 1.1348 -1.6488 -2.9799 0.0 0.5 0.2
H -3.7068 -0.6299 2.0587 0.5 0.1 0.4
O -0.8580 2.6453 -1.6298 1.0 -0.4 -0.1
H -1.6197 -2.0415 -3.7853 0.0 -0.1 -0.1
H 1.6335 -1.0689 -1.5530 -0.1 -0.3 -1.3
O -0.6959 -3.0031 -1.3663 -0.9 -0.3 0.3
H -0.5560 -2.0682 -1.2098 0.6 -0.1 0.1
H -3.1246 3.0737 0.1751 0.1 -0.5 0.2
O -3.4042 3.1811 1.0888 -0.2 0.7 0.2
H 0.5785 -3.1370 1.3764 -0.1 0.8 -0.7
O 3.4936 1.9123 2.1498 -0.4 -0.3 -0.5
H -0.5245 -1.9316 1.7942 0.7 -0.5 -0.5
H 1.6608 0.8401 3.2732 -0.3 -0.9 0.1
O 1.1187 0.0415 3.3048 -0.1 -0.9 -0.5
H 1.5782 -0.7607 2.9491 -0.2 1.4 0.6
H 2.6215 0.9731 -0.8722 0.3 0.5 -0.4
O -2.3832 -1.9549 -3.2115 -0.1 0.3 0.5
H -0.3149 1.8383 -1.6953 -0.8 0.1 0.0
H -2.0729 -2.2962 -2.3534 -0.3 -0.2 -0.8
O -2.7654 -0.3742 2.0725 -0.6 -0.2 -0.6
H -0.1339 3.2765 -1.7114 -0.4 0.7 0.0
H -2.5397 -0.5143 1.1430 0.1 0.1 0.1
```
Forces are in eV/Å.

And the natural (NBO) charges, in e, turn out to be: -0.471 0.449 0.471 -0.909 0.426 0.478 -0.972 0.468 0.499 -0.952 0.486 0.477 -0.937 0.459 0.473 -0.952 0.461 0.482 -0.961 0.481 -0.899 0.492 0.445 -0.932 0.488 0.464 -0.949 0.469 0.481 -0.934 0.459 0.457



(7)
Entry from the Open Molecules 2025 dataset: H22HeO11Xe as an isolated structure (ωB97M-V with the def2-TZVPD basis set).

* HOMO-LUMO gap: 10.615 eV
* E_HOMO: -0.38225 Ha
* electronic energy: -31921.143 eV
* energy above the lowest of the compared OMol25 structures with the same formula, charge and spin: 0.600 eV
* net charge: 0

XYZ file:
```
35
Properties=species:S:1:pos:R:3:forces:R:3
He -2.4243 18.8368 3.8603 -0.1 0.0 0.0
Xe 0.3146 17.8894 5.1166 0.1 -0.1 -0.2
O 1.4536 16.0133 8.1007 0.2 -0.8 -0.2
H 1.1075 16.9032 8.0333 -0.1 0.7 0.0
H 1.3069 15.7672 9.0140 0.0 0.0 0.2
O 0.6247 15.2525 2.0690 0.2 -0.5 0.2
H 0.3474 16.1352 1.8237 -0.1 0.7 -0.1
H -0.0322 14.6770 1.6771 -0.2 -0.1 -0.1
O -2.5448 21.1505 6.5360 0.1 0.5 -0.4
H -3.0441 21.5204 7.2641 -0.1 0.1 0.1
H -2.0331 20.4441 6.9303 0.0 -0.4 0.1
O 4.0761 19.7066 6.0512 -0.1 0.7 0.2
H 3.8038 18.9564 5.5229 -0.2 -0.7 -0.1
H 5.0066 19.8139 5.8540 0.2 0.1 0.0
O -2.2539 18.8082 8.0874 0.1 0.4 0.2
H -2.2570 17.8586 7.9677 -0.3 -1.0 -0.5
H -2.6037 18.9402 8.9685 -0.2 0.1 0.3
O 0.4224 18.5439 8.2612 0.7 0.0 0.4
H -0.5298 18.6318 8.2187 -0.7 0.2 -0.1
H 0.7442 19.4437 8.3166 0.3 0.1 0.0
O 2.4226 19.6559 2.2823 -0.2 -0.1 -0.1
H 2.6031 20.3634 2.9013 -0.1 0.2 0.3
H 3.2071 19.6093 1.7358 0.2 -0.1 -0.2
O -2.5315 15.9300 7.3297 -0.1 0.6 0.1
H -3.0339 15.5543 8.0527 -0.2 -0.2 0.1
H -1.7043 15.4484 7.3365 0.5 -0.2 -0.2
O 0.0984 13.8978 4.6460 -0.3 -0.3 0.6
H 0.2931 13.3846 3.8618 0.1 0.0 -0.2
H 0.1514 14.8085 4.3561 0.2 0.2 -0.3
O 4.0175 17.0163 5.1849 -0.1 0.1 -0.3
H 4.2256 16.6143 6.0284 -0.1 -0.2 0.4
H 4.8544 17.0486 4.7215 0.2 -0.1 -0.2
O 0.0388 18.0534 1.4614 -0.2 -0.3 -0.2
H 0.7323 18.6045 1.8242 0.6 0.3 0.2
H -0.6880 18.6558 1.3024 -0.2 0.0 0.0
```
Forces are in eV/Å.

And the natural (NBO) charges, in e, turn out to be: 0.001 0.001 -0.971 0.494 0.457 -0.970 0.500 0.461 -0.946 0.458 0.483 -0.960 0.492 0.457 -0.966 0.510 0.480 -0.986 0.487 0.483 -0.955 0.485 0.478 -0.952 0.472 0.494 -0.952 0.465 0.485 -0.940 0.486 0.467 -0.976 0.502 0.477



(8)
Entry from the Open Molecules 2025 dataset: H22KrO11 as an isolated structure (ωB97M-V with the def2-TZVPD basis set).

* HOMO-LUMO gap: 9.775 eV
* E_HOMO: -0.37614 Ha
* electronic energy: -97810.010 eV
* energy above the lowest of the compared OMol25 structures with the same formula, charge and spin: 0.405 eV
* net charge: 0

XYZ file:
```
34
Properties=species:S:1:pos:R:3:forces:R:3
Kr -0.0625 0.3043 -0.1578 0.1 0.0 -0.7
O 2.2251 2.8854 1.7951 0.3 0.2 0.1
H 1.6699 2.1598 2.0804 -0.2 -0.5 0.4
H 2.1947 2.8493 0.8390 0.0 0.4 -0.4
O 0.7170 0.4414 2.8321 0.3 0.4 0.4
H 0.7630 -0.1950 2.1186 0.2 -0.6 0.1
H -0.1112 0.9003 2.6913 -0.4 0.2 0.0
O -0.6135 -2.3341 -2.4619 -0.4 -0.3 0.0
H -0.0738 -2.8102 -1.8309 0.1 -0.2 0.1
H -0.0387 -1.6473 -2.7995 0.3 0.4 -0.3
O -3.0109 -0.1747 1.1966 -0.4 -0.2 0.0
H -3.2469 -0.4855 0.3225 -0.3 -0.4 -0.3
H -2.4286 0.5682 1.0380 0.3 0.3 0.3
O 1.9446 3.8620 -1.1295 -0.5 0.3 0.3
H 2.8082 4.2254 -1.3252 0.2 0.1 0.0
H 1.9895 2.9570 -1.4380 0.3 -0.4 -0.3
O 1.3322 -0.4114 -3.6340 -0.1 0.0 0.4
H 0.9198 0.0685 -4.3522 -0.2 0.2 -0.2
H 2.1149 -0.8008 -4.0238 0.3 -0.2 -0.1
O -2.9266 -2.7286 -0.7235 -0.4 0.3 0.2
H -2.5019 -2.4249 -1.5258 0.4 0.1 -0.4
H -2.3608 -3.4314 -0.4038 0.0 -0.2 0.2
O 3.0701 1.3645 -2.0550 0.1 0.3 0.0
H 2.3621 0.8592 -2.4545 -0.4 -0.4 -0.3
H 3.4344 0.7818 -1.3887 0.2 -0.1 0.3
O -1.6226 2.1562 1.7963 0.1 -0.2 0.0
H -1.7749 2.5742 0.9487 0.2 0.4 -0.2
H -2.4114 2.3478 2.3036 -0.3 0.1 0.3
O -1.9251 -2.4455 2.3243 0.6 -0.9 0.2
H -2.3735 -2.2784 3.1533 0.0 0.0 0.2
H -2.2627 -1.7757 1.7296 -0.3 0.6 -0.3
O 1.0151 -2.2891 1.7260 0.6 0.2 -0.2
H 0.1267 -2.5165 2.0006 -0.8 -0.1 0.4
H 1.0583 -2.5564 0.8079 0.1 -0.1 -0.2
```
Forces are in eV/Å.

And the natural (NBO) charges, in e, turn out to be: 0.004 -0.964 0.481 0.468 -0.961 0.482 0.476 -0.965 0.466 0.495 -0.968 0.486 0.482 -0.961 0.473 0.483 -0.964 0.492 0.491 -0.964 0.489 0.472 -0.966 0.486 0.479 -0.951 0.483 0.488 -0.991 0.477 0.501 -0.957 0.504 0.453



- What is the formula in the fifth record?
  H21O11